ORCA calculation (the ωB97M-V functional and the def2-TZVPD basis) on a cluster of 12 separate species, C42H75F9N6O15 in total in a non-equilibrium geometry.

Structure (XYZ):
```
147
Properties=species:S:1:pos:R:3:forces:R:3
C -1.396049 -8.735202 -2.457405 -1.7 0.4 0.6
C -2.355408 -7.587212 -1.952116 1.1 -0.1 -1.4
O -3.431160 -8.027337 -1.081431 1.7 -0.3 1.5
C -4.565498 -8.472330 -1.522478 -0.9 1.2 -4.1
O -4.931713 -8.251134 -2.684004 0.0 -1.1 2.7
C -5.403881 -9.299806 -0.495097 0.8 -0.1 0.0
F -4.589845 -9.767114 0.484956 -0.7 0.4 -0.3
F -6.412688 -8.597905 0.038466 0.6 -0.2 -0.1
F -5.904765 -10.354089 -1.129180 -0.2 0.0 0.0
H -1.430305 -9.456386 -1.640803 0.7 -0.2 -0.1
H -0.413413 -8.315242 -2.672229 0.0 -0.1 0.4
H -1.742749 -9.236108 -3.361287 -0.2 0.1 0.1
H -2.710891 -7.017759 -2.810883 -0.5 -0.1 0.2
H -1.698347 -6.926211 -1.386904 -0.6 0.0 0.5
C 2.599939 6.499512 1.646291 -1.0 0.2 0.8
C 1.275068 6.364899 2.493271 0.7 -1.9 -0.7
O 0.463753 7.485558 2.362518 -2.3 3.4 0.0
C -0.881338 7.557496 2.630139 0.3 -3.4 0.0
O -1.581975 6.585835 2.899157 1.4 2.3 -0.4
C -1.543569 8.961588 2.447334 1.4 1.6 0.8
F -2.335886 9.292183 3.470575 0.1 -0.7 0.1
F -0.599139 9.969658 2.421294 -0.8 -1.2 -0.5
F -2.287920 9.006005 1.360002 0.3 -0.2 -0.4
H 3.284197 7.169546 2.166821 0.1 0.0 -0.1
H 2.454441 6.888689 0.638585 -0.4 0.0 0.1
H 3.068684 5.521921 1.533555 -0.1 0.0 0.2
H 1.493161 6.196305 3.547839 0.2 0.1 0.1
H 0.689239 5.501845 2.176969 0.1 -0.2 -0.2
C -1.468360 -0.359588 -7.571475 -0.8 0.3 0.4
C -0.123754 0.172302 -8.013779 -1.5 -0.7 -1.9
O 0.409180 0.950872 -6.981167 1.2 0.2 1.3
C 1.729511 1.162088 -6.923289 0.4 -3.5 -3.5
O 2.541926 0.589857 -7.679926 -2.1 2.3 2.8
C 2.018350 2.149056 -5.829550 1.0 0.4 -0.1
F 2.820962 3.058241 -6.369719 1.0 0.4 0.1
F 0.979512 2.809601 -5.381628 -1.0 0.0 0.4
F 2.611644 1.533935 -4.804907 0.2 0.1 0.1
H -2.097819 0.416843 -7.136686 0.1 0.0 0.4
H -1.291102 -1.175350 -6.870608 -0.1 0.2 0.3
H -2.109438 -0.794275 -8.338403 0.5 0.0 -0.5
H -0.158931 0.859563 -8.859084 -0.3 -0.2 -0.3
H 0.344484 -0.751642 -8.353174 1.4 0.5 0.4
C -2.805780 5.998230 -6.292983 -0.3 -1.6 0.1
O -2.207979 6.647956 -7.360350 0.5 1.2 -0.5
C -2.041959 5.905843 -8.574276 -0.9 0.3 1.7
C -1.200372 6.658397 -9.540772 1.3 0.4 -0.5
O 0.153845 6.771480 -9.053120 -1.3 -1.5 -0.4
C 0.943369 7.738537 -9.663891 0.7 0.6 -0.1
C 1.341960 7.658744 -11.141137 -0.8 -1.7 0.1
O 2.398790 6.733436 -11.407623 1.5 1.2 -0.2
C 2.202803 5.386796 -11.075878 -1.2 -0.1 0.5
H -2.350529 5.015369 -6.171253 0.4 -0.2 0.4
H -3.852423 5.728998 -6.434986 -0.5 0.4 -0.4
H -2.745270 6.526718 -5.341593 0.4 0.4 -0.4
H -3.042567 5.738867 -8.973031 -0.1 -0.1 -0.5
H -1.621265 4.933778 -8.316936 0.3 -0.2 -0.2
H -1.564010 7.646106 -9.824144 -0.3 0.3 0.6
H -1.244719 6.139482 -10.498312 0.3 -0.5 -0.1
H 1.900126 7.657080 -9.148040 0.0 0.5 0.3
H 0.447991 8.690496 -9.472897 0.3 0.5 -0.1
H 1.598415 8.656197 -11.498102 0.6 -0.2 0.1
H 0.499948 7.347455 -11.759367 -0.5 0.0 -0.1
H 2.225648 5.208211 -10.000841 -0.5 0.2 0.3
H 2.934641 4.654664 -11.417161 0.4 0.8 -0.8
H 1.231303 5.141701 -11.505082 -0.3 -0.7 0.3
C 6.660723 -4.613868 5.732599 0.1 -1.4 -0.2
O 5.795364 -4.651825 6.819774 0.9 1.7 1.9
C 4.958486 -5.745678 7.004579 -0.8 1.5 -2.0
C 3.998256 -5.562985 8.143539 0.5 -1.4 0.8
O 3.098791 -4.509917 8.169500 -1.0 0.8 0.8
C 2.026978 -4.663821 9.142682 -1.0 -0.2 -1.3
C 0.897765 -3.702943 8.806209 1.6 0.2 -0.8
O 0.344442 -4.064231 7.542947 -0.7 0.3 0.8
C -0.297715 -3.046170 6.773166 0.6 0.2 0.5
H 7.148312 -5.587016 5.674668 0.3 -0.3 -0.3
H 7.468450 -3.892952 5.858931 -0.4 0.3 0.2
H 6.118376 -4.464677 4.798941 0.0 0.2 -0.2
H 5.465083 -6.704026 7.118707 0.3 -0.1 0.2
H 4.406372 -5.747353 6.064751 -0.6 -0.8 -0.2
H 4.593708 -5.578735 9.056384 0.0 -0.1 0.4
H 3.456707 -6.503723 8.044340 -0.4 -0.4 0.6
H 2.151426 -4.531269 10.217416 1.5 0.3 0.1
H 1.564020 -5.649811 9.102784 0.3 -0.5 -0.5
H 1.381135 -2.727738 8.747618 -0.2 0.4 -0.2
H 0.287972 -3.677554 9.709315 -1.0 -0.2 -0.4
H -1.244710 -2.643190 7.132212 -0.5 -0.9 0.3
H -0.399930 -3.466658 5.772746 0.0 0.3 0.1
H 0.274577 -2.118626 6.788653 0.7 -0.1 -0.5
C -2.848571 1.443520 0.893456 0.9 -1.0 -0.1
O -3.216062 0.538869 -0.153496 -0.8 1.6 -1.0
C -2.564093 -0.700167 -0.254850 0.8 0.5 2.0
C -1.025305 -0.592640 -0.200893 -0.4 0.7 0.5
O -0.510873 -0.504984 1.155279 -0.4 -0.2 -1.0
C 0.893109 -0.623891 1.171162 0.2 -0.8 2.0
C 1.432117 -0.566915 2.659667 0.6 0.6 -1.9
O 1.058471 0.626015 3.324363 -1.2 -1.0 -1.5
C 1.702951 0.862454 4.513797 0.2 0.0 0.9
H -3.297977 2.431952 0.797916 -0.5 -0.4 -0.4
H -1.771688 1.611117 0.875312 0.1 0.0 0.1
H -3.082912 0.992462 1.857673 -0.1 0.1 0.2
H -2.901925 -1.223978 -1.149045 0.0 0.3 0.0
H -2.899601 -1.232891 0.634946 0.2 -0.8 0.0
H -0.755499 0.358200 -0.660428 0.1 0.0 -0.5
H -0.599995 -1.412588 -0.779608 0.3 -0.2 0.2
H 1.465773 0.045104 0.528839 -0.4 0.6 0.0
H 1.124873 -1.629575 0.820471 0.4 -0.3 -0.1
H 2.516183 -0.563603 2.546137 0.4 0.1 -0.1
H 1.267092 -1.520905 3.160441 -0.9 0.2 0.6
H 2.657694 1.364635 4.357698 0.2 0.1 0.1
H 1.880892 -0.057770 5.070223 0.1 -0.2 0.2
H 1.038674 1.487650 5.110431 0.2 0.1 0.1
C 9.139809 -1.267725 9.173138 -0.1 -0.5 -0.1
C 9.146220 -0.313446 8.082843 0.7 2.3 -2.4
N 9.231398 0.432080 7.181366 -0.4 -1.9 2.3
H 8.133740 -1.684498 9.220352 0.1 0.0 0.4
H 9.472511 -0.840916 10.119303 -0.3 0.1 -0.1
H 9.830289 -2.074558 8.927452 0.0 0.0 0.0
C 5.894752 -4.867006 -3.078922 -0.3 -0.1 0.1
C 4.591875 -4.556032 -3.723103 0.2 0.2 0.4
N 3.566400 -4.231342 -4.138056 0.6 -0.3 0.1
H 6.742234 -4.520783 -3.670534 -0.2 0.0 -0.1
H 6.004718 -5.931815 -2.873512 -0.1 -0.1 -0.4
H 5.955742 -4.406596 -2.092817 -0.2 0.3 -0.1
C -9.548286 -0.562247 2.525110 0.9 -1.2 -0.4
C -8.744074 -1.812407 2.677494 -0.8 0.8 0.3
N -8.155408 -2.791611 2.753706 0.2 -0.2 0.0
H -9.215449 -0.205227 1.550499 -0.3 0.5 0.1
H -9.324014 0.158230 3.311697 -0.1 -0.1 -0.1
H -10.601484 -0.838545 2.474820 0.1 0.2 0.1
C -0.127701 -6.895020 3.650826 -0.3 0.8 0.0
C 0.969544 -7.120417 2.721057 0.5 -0.6 0.0
N 1.845645 -7.303322 1.996699 -0.4 0.2 0.3
H -0.646755 -7.776032 4.028318 0.3 -0.1 -0.3
H -0.843247 -6.263888 3.123786 -0.2 -0.1 0.0
H 0.209884 -6.297710 4.497780 0.2 -0.1 0.1
C -0.017329 7.385480 9.601574 -0.6 0.0 0.1
C 0.360402 6.677601 10.804789 0.4 -0.1 -0.3
N 0.700059 6.199020 11.784115 0.1 -0.4 0.6
H -1.047730 7.108205 9.379108 -0.1 0.3 -0.1
H 0.573483 7.127419 8.722694 0.2 0.1 0.3
H 0.046880 8.437303 9.880209 -0.1 0.1 -0.6
C -9.121528 0.224654 -5.074833 0.8 0.3 0.2
C -8.989773 -0.682677 -6.229868 -0.6 -0.7 -0.2
N -8.942229 -1.412473 -7.128059 0.1 0.9 1.0
H -10.118346 0.604221 -4.850376 -0.1 -0.1 -0.6
H -8.433618 1.053724 -5.240794 -0.2 0.2 -0.1
H -8.776603 -0.192196 -4.128597 0.1 -0.6 -0.3
```
Positions in Å, forces in eV/Å.

ORCA calculation (the ωB97M-V functional and the def2-TZVPD basis) on a cluster of 9 separate species, C42H77F12N14P2 in total in a non-equilibrium geometry.

## Properties
Energy relative to the best compared isomer or geometry (same formula, charge and spin) in kcal per mole: 140.26
Total charge: +5

Structure (XYZ):
```
147
Properties=species:S:1:pos:R:3:forces:R:3
C -0.516661 2.474082 -8.004120 -0.7 -1.2 -1.9
C -0.422087 2.974560 -6.615966 0.3 1.6 -0.8
N -0.664427 1.860197 -5.689654 -0.4 -1.4 2.0
C -1.874229 1.647415 -5.061071 -0.9 0.0 0.9
C -1.755249 0.665753 -4.107100 0.9 0.3 0.6
N -0.428684 0.305370 -4.060710 1.3 1.9 -5.1
C 0.160378 0.939009 -5.164856 -0.1 0.3 1.8
C 0.315951 -0.664598 -3.336616 -0.5 -1.9 1.8
H -0.015566 1.506971 -8.051285 -0.1 0.0 -0.4
H -0.235749 3.039711 -8.892810 1.0 0.7 0.7
H -1.562541 2.370355 -8.299346 -0.2 -0.7 0.5
H -1.174910 3.757985 -6.522871 -0.4 -0.4 0.7
H 0.489157 3.535628 -6.407864 0.4 -0.7 0.3
H -2.741055 2.262409 -5.248826 0.1 -0.1 -0.3
H -2.364265 0.203477 -3.345544 -0.6 0.4 -0.4
H 1.173615 0.710155 -5.458530 0.0 0.3 -0.1
H 1.027228 -0.257444 -2.618152 0.0 0.4 -0.3
H 0.768547 -1.459764 -3.928840 0.1 0.5 -0.5
H -0.383237 -1.228320 -2.717307 -0.1 0.2 0.2
C 0.186215 -4.852253 4.041908 1.7 -1.5 -0.4
C 0.449909 -4.444601 2.553855 -1.7 1.1 2.2
N 1.069884 -5.503868 1.816169 0.8 -1.3 -2.2
C 2.405902 -5.826046 1.893639 1.1 -1.4 0.8
C 2.679597 -6.989839 1.213189 -2.9 1.1 -0.8
N 1.429758 -7.268543 0.565908 0.9 -0.4 -0.4
C 0.526448 -6.366568 0.903695 0.5 0.4 1.4
C 1.188833 -8.353238 -0.437718 0.3 -0.1 0.4
H 1.177288 -5.069737 4.446452 0.3 0.7 0.4
H -0.162245 -5.881686 4.139671 -1.1 0.2 -0.3
H -0.313169 -4.158571 4.715062 -0.1 0.1 -0.5
H 1.062444 -3.545372 2.614233 0.2 -0.1 -0.6
H -0.508100 -4.162232 2.117098 0.2 -0.1 -0.5
H 3.116965 -5.329029 2.536314 -0.3 0.3 0.1
H 3.535557 -7.631239 1.073172 0.0 0.2 0.1
H -0.494173 -6.397602 0.555209 0.1 0.2 0.2
H 0.416776 -8.095713 -1.161609 0.2 0.4 0.1
H 0.850741 -9.274024 0.036765 0.2 0.1 0.3
H 2.135251 -8.534355 -0.944664 -0.2 0.0 0.0
C 2.902505 -3.162727 -0.090409 0.0 -0.1 -1.0
C 3.623213 -2.430711 -1.261176 -1.4 0.0 1.1
N 4.268838 -3.342576 -2.236542 0.6 2.6 0.7
C 3.758855 -4.427008 -2.788001 -0.5 -3.3 -1.0
C 4.679743 -4.983601 -3.691699 -0.4 2.3 1.1
N 5.696574 -4.025536 -3.753819 -1.0 0.4 1.5
C 5.401127 -3.049942 -2.839877 1.4 -0.7 -1.8
C 6.902974 -4.041023 -4.616419 0.0 -0.1 0.9
H 2.647797 -2.465554 0.707235 0.3 0.1 -0.1
H 3.480355 -4.007564 0.282687 0.1 0.2 0.1
H 1.944882 -3.533675 -0.458697 -0.1 -0.2 0.1
H 4.266702 -1.676454 -0.809659 0.8 -0.4 -0.5
H 2.866576 -1.835285 -1.772671 0.0 -0.1 -0.2
H 2.778773 -4.735023 -2.457356 0.2 -0.5 -0.2
H 4.718138 -5.909270 -4.244470 -0.2 0.2 -0.1
H 5.903561 -2.098217 -2.760240 0.3 -0.3 0.2
H 7.004304 -3.042286 -5.037702 -0.1 -0.4 -0.6
H 6.797336 -4.888209 -5.291461 0.0 0.5 -0.4
H 7.778706 -4.221208 -3.993168 -0.1 -0.1 0.0
C -4.725195 -6.818599 -0.568063 -0.3 0.9 0.9
C -5.674220 -5.874122 0.267506 1.6 -0.8 0.0
N -5.195055 -4.495494 0.229436 1.2 3.1 0.0
C -5.997541 -3.360376 0.317347 -0.9 -1.0 0.4
C -5.231876 -2.263736 0.345438 -0.2 1.0 -1.3
N -3.933000 -2.628769 0.186023 -1.4 -3.2 1.0
C -3.925697 -4.019435 0.224947 -0.2 1.5 -0.7
C -2.828102 -1.742863 0.293047 1.8 0.2 -0.7
H -4.913192 -7.815382 -0.172050 0.0 -0.2 -0.7
H -3.682277 -6.576324 -0.355826 0.0 -0.1 0.7
H -4.701135 -6.710853 -1.651969 -1.0 -0.2 0.0
H -5.546821 -6.115420 1.323299 -0.3 -0.5 0.0
H -6.741140 -5.879301 0.051131 0.2 -0.1 -0.4
H -7.069634 -3.379902 0.441822 0.0 -0.4 -0.3
H -5.543553 -1.243417 0.181619 0.0 0.0 0.5
H -2.985041 -4.546548 0.208633 -0.3 -0.3 0.0
H -2.515465 -1.337318 -0.670452 -0.4 0.0 -0.2
H -1.952923 -2.331430 0.566764 0.0 0.3 0.6
H -3.011567 -0.888050 0.941590 0.0 -0.4 0.3
C -1.655335 7.745973 -1.162756 0.0 1.4 0.3
C -0.745610 6.603149 -1.684424 -0.5 1.6 0.9
N -1.159395 5.410860 -0.968065 -0.5 -4.4 0.3
C -0.778579 5.033994 0.327919 -0.2 1.4 -0.2
C -1.430984 3.901037 0.664484 0.6 -1.3 0.1
N -2.015461 3.401968 -0.453497 -1.4 2.6 -3.2
C -1.914700 4.361206 -1.457672 1.9 0.9 2.1
C -2.906348 2.260934 -0.615861 0.8 -0.6 0.0
H -2.614128 7.871933 -1.664835 0.2 -0.3 -0.4
H -1.190075 8.731863 -1.108494 0.5 0.0 -1.2
H -1.905552 7.799630 -0.101325 0.1 -1.4 0.3
H 0.304690 6.803164 -1.473058 -0.1 -0.1 0.3
H -0.776497 6.479460 -2.766322 -0.5 -0.2 0.1
H -0.077763 5.604646 0.920785 -0.2 0.2 0.2
H -1.465569 3.264088 1.535510 0.5 0.4 0.3
H -2.141078 4.310989 -2.511472 -0.5 -0.3 0.2
H -3.482216 2.371628 -1.533376 -0.3 0.2 0.3
H -3.514324 2.133515 0.278449 -0.1 0.1 -0.2
H -2.278648 1.379705 -0.753723 0.0 -0.1 0.2
C 4.993209 1.600363 2.931354 0.4 0.2 0.8
C 5.545012 0.830013 1.737778 -0.5 1.9 0.5
N 5.032212 1.491158 0.493115 -1.0 0.2 -2.3
C 5.505665 1.053426 -0.743836 -0.9 0.9 -1.2
C 4.730162 1.607768 -1.754346 0.0 0.3 1.7
N 3.806404 2.446802 -1.135807 1.0 -1.8 2.0
C 4.020569 2.368669 0.238036 0.0 -1.1 -1.6
C 2.627336 3.068007 -1.778605 0.8 0.3 1.2
H 3.968178 1.355347 3.209056 0.0 -0.2 -0.2
H 5.033193 2.686200 2.837713 0.1 0.0 -0.4
H 5.613661 1.432873 3.812099 0.0 -0.3 0.0
H 5.253792 -0.218368 1.788983 -0.1 0.1 -0.4
H 6.625370 0.924802 1.633407 0.0 -0.1 0.3
H 6.437642 0.519300 -0.848607 -0.2 -0.2 0.2
H 4.717374 1.558444 -2.832092 0.4 -0.2 0.1
H 3.360859 2.873683 0.929303 0.2 -0.1 0.4
H 1.880579 3.090802 -0.985940 -0.1 0.6 -0.2
H 2.195952 2.476283 -2.584619 0.5 -0.2 0.0
H 3.005481 4.037047 -2.101901 -0.8 0.1 -0.2
C -2.067845 2.235433 4.448122 0.2 0.9 0.7
C -2.244744 3.747893 4.652418 -0.2 0.7 -0.5
N -3.601063 4.077306 5.069295 -2.9 -1.4 -0.4
C -3.980819 4.745855 6.200861 -0.6 -0.1 -1.1
C -5.354651 4.881920 6.108298 -0.1 0.3 1.7
N -5.807968 4.202392 5.031819 1.1 -0.4 -1.6
C -4.739026 3.701791 4.391278 1.2 1.0 0.7
C -7.160115 4.186039 4.419505 0.3 0.7 0.1
H -2.971045 1.765325 4.058803 0.1 0.1 -0.5
H -1.952576 1.792729 5.437706 0.3 -0.1 -0.1
H -1.173838 2.087885 3.843209 -0.1 -0.3 0.0
H -2.146714 4.394388 3.778971 0.5 -0.5 -0.5
H -1.573859 4.241403 5.355233 0.2 -0.6 0.1
H -3.165785 5.015037 6.855230 -0.6 0.4 0.4
H -6.100313 5.341778 6.738990 0.4 0.1 0.3
H -4.794182 3.243907 3.416456 0.2 -0.1 0.2
H -7.899361 3.843581 5.141305 0.1 -0.2 -0.2
H -7.114262 3.622877 3.488643 -0.1 -0.5 0.4
H -7.413404 5.189917 4.078517 0.0 0.1 0.4
P 1.835187 4.917890 3.942080 -2.1 0.1 1.7
F 2.180611 3.653252 4.893813 1.1 -0.1 -1.1
F 3.024690 4.677877 2.869103 0.6 -0.3 0.8
F 0.893180 3.955754 3.014260 -0.4 -0.9 -0.7
F 1.327462 6.136311 3.014021 -0.2 0.6 -0.1
F 0.503362 5.079010 4.928606 -0.4 0.5 -0.5
F 2.588339 5.911479 4.916107 0.8 -0.2 -0.8
P 0.599461 0.260597 0.779901 2.8 -0.6 2.5
F 2.034610 0.037847 0.036170 1.7 -1.5 0.6
F 1.324586 1.300623 1.791178 -0.7 0.1 -1.0
F 0.468259 1.278954 -0.428896 -2.3 1.7 -0.6
F -0.836011 0.610720 1.389053 -0.3 0.0 -0.5
F 0.039736 -0.972490 -0.084708 -1.3 -0.2 -1.3
F 0.875457 -0.892839 1.913581 0.1 0.2 -0.1
```
Positions in Å, forces in eV/Å.

The records above yield gap between HOMO and LUMO values of 9.42, 8.15 eV, respectively.